Entry 1:
The following is a DFT calculation (ωB97M-V/def2-TZVPD) of a single C16H23BrCl2O molecule at a distorted geometry.

molar mass = 382.2 Da
orbital gap = 10.073 eV
highest occupied orbital energy = -9.5 eV
structure (SMILES) = CCCC[C@H](CC)CO[C@H](CBr)c1ccc(Cl)c(Cl)c1
energy = -4193.0988 hartree

```
! wB97M-V def2-TZVPD RIJCOSX def2/J DEFGRID3
* xyz 0 1
Cl -1.29 5.77 -0.97
Cl 1.85 5.19 -0.29
Br 0.62 -0.77 4.35
O -0.17 -0.42 1.05
C -1.76 3.42 0.30
C -1.39 2.23 0.97
C 0.89 2.91 0.92
C -0.78 4.33 -0.06
C 0.57 4.10 0.25
C -0.05 1.96 1.28
C 0.87 1.04 -2.70
C -2.25 -2.95 -0.06
C -0.29 0.59 3.28
C 0.46 -1.71 1.21
C 0.32 0.63 1.89
C 1.49 -0.34 -2.90
C 1.55 -1.15 -1.60
C -0.87 -3.61 0.14
C 0.27 -1.92 -1.33
C 0.32 -2.65 -0.02
H -2.81 3.66 0.10
H -2.21 1.50 1.15
H 1.94 2.75 1.18
H -0.19 0.97 -2.41
H 1.00 1.65 -3.59
H 1.38 1.54 -1.86
H -2.45 -2.21 0.71
H -2.31 -2.48 -1.05
H -3.04 -3.69 0.03
H -1.39 0.40 3.22
H -0.10 1.55 3.76
H 1.51 -1.57 1.40
H 0.12 -2.25 2.07
H 1.39 0.57 2.01
H 2.51 -0.21 -3.27
H 0.91 -0.88 -3.63
H 1.81 -0.51 -0.74
H 2.37 -1.86 -1.69
H -0.80 -4.40 -0.64
H -0.83 -4.12 1.11
H -0.54 -1.17 -1.36
H 0.13 -2.63 -2.16
H 1.24 -3.26 -0.03
*
```

***

Entry 2:
The following is a DFT calculation (ωB97M-V/def2-TZVPD) of a 2-piece molecular cluster, C16H23Cl2FNO5 overall at a distorted geometry.

molar mass = 399.3 Da
orbital gap = 6.510 eV
highest occupied orbital energy = -11.9 eV
energy = -2074.1406 hartree

```
! wB97M-V def2-TZVPD RIJCOSX def2/J DEFGRID3
* xyz 1 1
C 0.74 -2.76 2.83
C 2.07 -1.97 2.45
C 2.20 -0.58 3.16
C 1.54 0.64 2.40
C 0.23 0.32 1.61
C 0.26 0.35 0.14
C 1.54 0.64 -0.69
O 1.59 1.36 -1.63
O 2.71 -0.06 -0.29
O 2.68 -1.28 -0.95
C -1.00 0.09 -0.56
Cl -1.11 0.11 -2.33
C -2.21 -0.19 0.22
Cl -3.70 -0.46 -0.73
N -2.20 -0.25 1.60
C -3.43 -0.57 2.37
C -3.79 -2.16 2.01
C -2.52 -3.17 2.19
O -3.76 -3.07 3.14
C -1.03 0.00 2.27
F -1.00 -0.04 3.62
H 0.36 -2.48 3.85
H 0.00 -2.51 2.02
H 0.91 -3.87 2.75
H 2.11 -1.92 1.33
H 2.92 -2.61 2.81
H 3.30 -0.35 3.22
H 1.84 -0.59 4.23
H 2.32 1.13 1.77
H 1.27 1.41 3.19
H 3.24 -1.90 -0.45
H -3.28 -0.63 3.47
H -4.34 -0.02 2.04
H -4.50 -2.37 1.14
H -2.64 -4.24 1.89
H -1.86 -3.06 3.08
C -0.45 3.67 -5.10
C 1.06 3.52 -5.05
C 1.48 2.06 -5.22
O 1.55 4.00 -3.80
H -0.92 3.10 -4.29
H -0.73 4.71 -4.96
H -0.85 3.32 -6.05
H 1.52 4.13 -5.83
H 1.07 1.44 -4.42
H 2.57 1.97 -5.17
H 1.14 1.67 -6.18
H 1.15 3.47 -3.10
*
```

***

Entry 3:
The following is a DFT calculation (ωB97M-V/def2-TZVPD) of C16H23CrF6N8O6PS5 as an isolated structure at a distorted geometry.

molar mass = 780.7 Da
orbital gap (alpha / beta) = 6.802 / 7.245 eV
highest occupied orbital energy (alpha / beta) = -4.9 / -5.3 eV
energy = -5489.1054 hartree

```
! wB97M-V def2-TZVPD RIJCOSX def2/J DEFGRID3
* xyz -1 6
Cr 0.60 0.42 -0.30
C -0.24 -5.57 -2.76
C -0.24 -4.16 -3.39
O -1.39 -3.37 -3.02
P -1.35 -2.44 -1.72
S -2.83 -1.19 -1.65
S 0.56 -1.71 -1.64
O -1.49 -3.60 -0.59
C -1.26 -3.15 0.76
C -1.33 -4.31 1.71
H 0.66 -6.10 -3.12
H -1.12 -6.13 -3.06
H -0.24 -5.45 -1.68
H -0.27 -4.22 -4.47
H 0.67 -3.63 -3.14
H -2.03 -2.42 0.98
H -0.29 -2.65 0.81
H -2.31 -4.79 1.68
H -1.12 -3.91 2.71
H -0.56 -5.04 1.47
N 4.55 0.16 1.46
C 4.04 -0.69 2.45
C 2.85 -1.16 1.95
N 2.66 -0.62 0.71
C 3.65 0.17 0.47
C 3.58 1.10 -0.68
N 2.47 1.19 -1.35
C 2.63 2.20 -2.27
C 3.89 2.74 -2.10
N 4.47 2.01 -1.07
H 5.22 0.90 1.66
H 4.58 -0.78 3.38
H 2.18 -1.83 2.44
H 1.87 2.47 -2.98
H 4.49 3.53 -2.58
H 5.26 2.33 -0.55
F -1.32 0.04 4.64
C -1.40 -0.55 3.46
F 0.85 0.19 2.93
F -0.69 -1.66 3.42
S -1.66 0.53 2.03
O -1.02 -0.14 0.85
O -3.10 0.55 1.94
N -1.19 1.99 2.37
S 0.10 2.78 1.95
O 0.92 2.17 0.89
O -0.28 4.17 1.81
C 1.24 2.82 3.43
F 2.39 2.26 3.12
F 0.74 2.26 4.51
F 1.51 4.10 3.75
C -4.46 3.18 0.22
C -3.37 3.97 -0.54
C -2.47 3.11 -1.37
N -1.30 2.76 -0.96
N -0.66 1.90 -1.83
C -1.35 1.63 -2.88
N -0.87 0.75 -3.84
S -2.91 2.42 -2.91
H -4.96 3.81 0.95
H -3.97 2.38 0.77
H -5.20 2.75 -0.48
H -2.71 4.52 0.13
H -3.83 4.69 -1.21
H -0.24 0.09 -3.39
H -1.61 0.23 -4.27
*
```

***

Entry 4:
The following is a DFT calculation (ωB97M-V/def2-TZVPD) of C16H23F12Ni2O11 as an isolated structure at a distorted geometry.

molar mass = 736.7 Da
orbital gap (alpha / beta) = 5.321 / 9.547 eV
highest occupied orbital energy (alpha / beta) = -5.3 / -9.8 eV
energy = -5666.0266 hartree

```
! wB97M-V def2-TZVPD RIJCOSX def2/J DEFGRID3
* xyz 0 6
Ni -2.23 -2.05 -0.92
Ni -2.43 -0.98 1.47
O -0.87 -1.10 0.24
H 0.06 -0.79 0.19
O -3.50 -0.48 -0.22
H -4.47 -0.33 -0.23
O -2.73 -2.85 0.80
H -2.34 -3.75 0.79
C 2.41 -3.21 -1.63
C 2.64 -2.23 -0.53
O 3.86 -1.52 -0.65
C 3.84 -0.20 -0.36
O 2.85 0.47 0.02
C 5.18 0.60 -0.67
F 4.99 1.40 -1.73
F 5.47 1.30 0.43
F 6.15 -0.36 -0.94
H 2.18 -2.73 -2.58
H 1.50 -3.80 -1.59
H 3.30 -3.80 -1.85
H 2.66 -2.76 0.42
H 1.76 -1.58 -0.53
C -0.28 0.83 -2.80
C -0.79 0.24 -4.15
O -0.92 1.27 -5.19
C -1.46 0.97 -6.39
O -1.70 -0.20 -6.80
C -1.80 2.25 -7.21
F -3.13 2.24 -7.60
F -1.61 3.41 -6.46
F -1.04 2.34 -8.34
H 0.25 0.14 -2.14
H -1.05 1.26 -2.16
H 0.45 1.64 -2.94
H -1.74 -0.28 -3.97
H -0.09 -0.47 -4.58
C 1.12 3.63 1.25
C 0.26 2.42 1.27
O -1.05 2.85 1.10
C -2.16 2.20 1.36
O -2.20 1.08 1.93
C -3.51 3.03 1.18
F -4.18 2.66 0.09
F -4.15 2.84 2.29
F -3.30 4.31 1.15
H 2.13 3.39 1.57
H 0.77 4.42 1.91
H 1.09 4.18 0.31
H 0.27 1.87 2.21
H 0.52 1.67 0.52
C 1.57 -1.46 3.28
C 0.79 -2.70 3.74
O 0.05 -2.39 4.96
C -1.11 -1.74 4.87
O -1.64 -1.34 3.79
C -1.73 -1.47 6.19
F -0.76 -0.98 6.98
F -2.81 -0.72 6.04
F -2.25 -2.61 6.60
H 1.59 -1.44 2.19
H 2.58 -1.50 3.67
H 1.07 -0.55 3.63
H 1.47 -3.55 3.82
H 0.20 -3.03 2.89
*
```

***

Entry 5:
The following is a DFT calculation (ωB97M-V/def2-TZVPD) of an isolated ion of composition C16H23F2N4OSi and charge +1 at a distorted geometry.

molar mass = 353.5 Da
orbital gap = 6.612 eV
highest occupied orbital energy = -10.9 eV
structure (SMILES) = C[Si](C)(CCC(F)(F)c1n[nH]c(CCC(N)=O)[nH+]1)c1ccccc1
energy = -1406.1864 hartree

```
! wB97M-V def2-TZVPD RIJCOSX def2/J DEFGRID3
* xyz 1 1
C 4.11 -1.08 -0.73
Si 2.76 -0.28 0.38
C 3.55 0.48 2.00
C 1.36 -1.47 0.96
C 1.32 -2.92 0.21
C 0.41 -2.98 -1.15
F 0.19 -4.45 -1.44
F 1.06 -2.43 -2.37
C -1.08 -2.32 -1.03
N -2.02 -1.96 -2.20
N -3.22 -1.37 -1.81
C -3.25 -1.27 -0.30
C -4.37 -0.66 0.75
C -4.18 0.97 0.82
C -2.82 1.47 1.59
N -1.62 0.61 1.95
O -2.74 2.78 1.93
N -1.93 -1.89 0.14
C 1.85 1.24 -0.48
C 0.62 1.05 -1.57
C -0.21 2.29 -2.28
C 0.17 3.84 -1.90
C 1.41 4.07 -0.84
C 2.25 2.82 -0.13
H 5.05 -0.34 -0.72
H 3.77 -1.25 -1.84
H 4.52 -2.09 -0.23
H 4.22 1.42 1.80
H 2.63 0.84 2.66
H 4.07 -0.37 2.62
H 0.36 -0.86 0.95
H 1.58 -1.70 2.11
H 1.00 -3.76 0.99
H 2.43 -3.22 -0.11
H -4.00 -1.07 -2.44
H -4.28 -1.08 1.84
H -5.45 -0.84 0.27
H -5.09 1.50 1.38
H -4.16 1.49 -0.25
H -1.47 0.67 2.99
H -0.78 1.11 1.54
H -1.63 -1.99 1.15
H 0.30 -0.04 -1.86
H -1.08 2.02 -3.01
H -0.46 4.71 -2.41
H 1.69 5.18 -0.56
H 3.11 3.11 0.61
*
```

***

Entry 6:
The following is a DFT calculation (ωB97M-V/def2-TZVPD) of an isolated ion of composition C16H23N3O and charge +2.

molar mass = 273.4 Da
orbital gap = 6.948 eV
highest occupied orbital energy = -14.8 eV
energy = -862.4329 hartree

```
! wB97M-V def2-TZVPD RIJCOSX def2/J DEFGRID3
* xyz 2 1
N 7.18 -2.20 -0.10
C 6.03 -1.59 0.55
C 5.81 -0.18 -0.02
N 4.36 0.15 -0.03
C 3.67 0.11 -1.18
C 2.31 0.38 -1.18
C 1.65 0.69 0.00
C 0.19 0.97 0.02
C -0.59 0.55 1.09
C -1.95 0.80 1.10
N -2.54 1.45 0.08
C -4.01 1.63 0.11
C -4.71 0.42 -0.56
C -5.75 -0.21 0.35
C -6.38 -1.44 -0.26
O -5.42 -2.48 -0.21
C -1.80 1.87 -0.95
C -0.44 1.65 -1.02
C 2.40 0.73 1.18
C 3.75 0.46 1.13
H 7.31 -3.14 0.24
H 7.01 -2.28 -1.10
H 5.11 -2.18 0.41
H 6.21 -1.54 1.62
H 6.18 -0.12 -1.03
H 6.30 0.56 0.61
H 4.21 -0.14 -2.07
H 1.78 0.34 -2.12
H -0.14 0.01 1.91
H -2.56 0.47 1.91
H -4.27 2.58 -0.35
H -4.29 1.63 1.16
H -5.20 0.73 -1.48
H -3.95 -0.30 -0.85
H -6.52 0.52 0.56
H -5.29 -0.53 1.29
H -7.26 -1.70 0.32
H -6.71 -1.26 -1.29
H -5.85 -3.32 -0.34
H -2.30 2.39 -1.75
H 0.12 2.01 -1.86
H 1.97 1.00 2.12
H 4.38 0.48 2.00
*
```